2 unconnected molecules or ions with the total composition C2H7N at a distorted geometry, computed with ωB97M-V/def2-TZVPD.

Output
LUMO ... 0.088 eV
Energy relative to the best compared isomer or geometry (same formula, charge and spin) ... 86.3 kcal per mole
Structure (SMILES) ... C=N.C
HOMO-LUMO gap ... 9.456 eV

```
! wB97M-V def2-TZVPD RIJCOSX def2/J DEFGRID3
* xyz 0 1
C 0.40923 -1.91172 0.41000
N -0.10417 -0.70759 -0.03769
C -0.39977 2.19419 -0.35599
H 1.14429 -2.53173 -0.12760
H 0.22187 -2.17947 1.45802
H 0.97002 -0.64394 -0.10680
H 0.15255 1.30538 -0.63218
H -0.97699 2.60711 -1.18675
H 0.22234 3.01747 0.14513
H -1.06164 1.68348 0.38995
*
```

These are the Löwdin partial charges, in e, on atoms 1 to 6:
1. C -0.084
2. N -0.020
3. C -0.085
4. H 0.068
5. H 0.064
6. H 0.049